Formula: C4H16O3
Source: OMol25
Level of theory: ωB97M-V/def2-TZVPD

The value obtained for the energy relative to the best compared isomer or geometry (same formula, charge and spin) is 21.18 kcal per mole. As for the structure (SMILES): CCCC.O.O.O. As for the frontier orbital gap: 11.374 eV.

Structure (ORCA input):
```
! RIJCOSX wB97M-V def2-TZVPD def2/J DEFGRID3
* xyz 0 1
C -2.691 -2.934 -1.816
C -1.530 -1.914 -1.915
C -1.008 -1.519 -0.537
C 0.307 -0.707 -0.688
H -2.834 -3.352 -2.811
H -3.567 -2.418 -1.418
H -2.479 -3.807 -1.216
H -1.911 -1.081 -2.511
H -0.745 -2.316 -2.569
H -1.697 -0.859 -0.007
H -0.845 -2.397 0.096
H 0.769 -0.674 0.315
H 0.143 0.354 -0.875
H 0.957 -1.272 -1.342
O 0.764 4.036 -1.928
H 0.299 4.646 -1.334
H 1.542 4.537 -2.188
O -0.594 3.490 5.280
H 0.292 3.843 5.382
H -0.542 2.632 4.846
O 4.779 0.508 2.233
H 5.372 1.237 2.097
H 5.217 -0.031 2.905
*
```

Formula: C4H16O4
Source: OMol25
Level of theory: ωB97M-V/def2-TZVPD

The value obtained for the energy relative to the best compared isomer or geometry (same formula, charge and spin) is 77.36 kcal per mole. As for the structure (SMILES): CO.CO.CO.CO. As for the frontier orbital gap: 10.691 eV.

Structure (ORCA input):
```
! RIJCOSX wB97M-V def2-TZVPD def2/J DEFGRID3
* xyz 0 1
C 4.834 0.992 -4.665
O 3.728 1.609 -4.102
H 4.981 0.096 -4.062
H 4.596 0.607 -5.657
H 5.722 1.597 -4.479
H 3.696 2.467 -4.531
C -0.660 -1.711 -1.424
O 0.632 -1.210 -1.145
H -1.180 -1.915 -0.487
H -1.310 -0.975 -1.896
H -0.601 -2.686 -1.908
H 0.977 -0.600 -1.801
C -5.209 -0.254 1.973
O -5.093 0.407 3.115
H -4.655 -1.182 2.109
H -6.253 -0.308 1.664
H -4.813 0.228 1.079
H -5.655 1.185 3.106
C 0.831 0.380 4.114
O 1.966 0.472 3.242
H 1.097 0.961 4.997
H -0.130 0.490 3.611
H 0.778 -0.569 4.646
H 1.721 -0.084 2.499
*
```

Formula: C4H16O4
Source: OMol25
Level of theory: ωB97M-V/def2-TZVPD

The value obtained for the energy relative to the best compared isomer or geometry (same formula, charge and spin) is 107.59 kcal per mole. As for the structure (SMILES): CO.CO.CO.CO. As for the frontier orbital gap: 9.912 eV.

Structure (ORCA input):
```
! RIJCOSX wB97M-V def2-TZVPD def2/J DEFGRID3
* xyz 0 1
C -2.012 -0.961 0.322
O -3.212 -0.861 1.063
H -1.291 -0.310 0.817
H -1.586 -1.964 0.285
H -2.142 -0.496 -0.655
H -3.503 0.053 1.023
C 1.009 2.746 -1.665
O -0.031 1.962 -2.216
H 1.380 2.224 -0.783
H 1.774 2.646 -2.435
H 0.744 3.777 -1.430
H -0.789 2.270 -1.713
C 0.581 0.253 -0.416
O 0.327 -0.112 -1.795
H 1.462 0.862 -0.212
H -0.281 0.868 -0.157
H 0.605 -0.599 0.263
H 0.322 0.659 -2.367
C 0.909 -2.002 2.237
O 1.485 -3.132 1.619
H 0.084 -1.587 1.658
H 0.407 -2.200 3.184
H 1.683 -1.265 2.448
H 2.075 -2.828 0.925
*
```

Formula: C4H16O4
Source: OMol25
Level of theory: ωB97M-V/def2-TZVPD

The value obtained for the energy relative to the best compared isomer or geometry (same formula, charge and spin) is 62.65 kcal per mole. As for the structure (SMILES): CO.CO.CO.CO. As for the frontier orbital gap: 10.163 eV.

Structure (ORCA input):
```
! RIJCOSX wB97M-V def2-TZVPD def2/J DEFGRID3
* xyz 0 1
C -0.606 -0.667 -1.402
O 0.766 -0.903 -1.280
H -0.944 -0.005 -0.636
H -0.925 -0.278 -2.373
H -1.177 -1.554 -1.243
H 1.267 -0.856 -2.156
C 1.331 2.145 -3.305
O 2.139 0.977 -3.520
H 0.372 1.831 -3.046
H 1.662 2.851 -2.537
H 1.253 2.598 -4.246
H 2.915 1.331 -3.933
C 1.026 0.339 2.269
O 0.337 -0.630 1.497
H 0.737 1.333 2.063
H 0.781 0.135 3.327
H 2.137 0.348 2.158
H 0.793 -0.908 0.699
C -2.238 -1.566 3.225
O -2.991 -0.825 2.310
H -2.156 -0.900 4.180
H -2.818 -2.484 3.579
H -1.214 -1.756 2.820
H -2.447 -0.556 1.551
*
```

Formula: C4H17Ba3O5
Source: OMol25
Level of theory: ωB97M-V/def2-TZVPD

The value obtained for the energy relative to the best compared isomer or geometry (same formula, charge and spin) is 0.00 kcal per mole. As for the frontier orbital gap: 3.089 eV.

Structure (ORCA input):
```
! RIJCOSX wB97M-V def2-TZVPD def2/J DEFGRID3
* xyz 5 1
Ba 1.322 1.930 3.826
Ba -1.534 3.628 1.592
Ba 2.021 3.628 -0.064
O 0.410 1.863 1.207
H 0.722 1.079 0.712
C 1.213 1.041 -3.239
O 1.036 1.734 -1.907
H 1.233 1.773 -4.042
H 2.152 0.504 -3.201
H 0.366 0.381 -3.404
H 0.080 1.806 -1.771
C -2.918 0.702 -0.217
O -1.767 1.559 -0.558
H -2.981 0.522 0.863
H -3.822 1.195 -0.575
H -2.857 -0.249 -0.746
H -1.017 1.264 -0.032
C 1.070 -2.076 2.929
O 1.014 -0.578 2.837
H 1.366 -2.481 1.965
H 1.789 -2.326 3.698
H 0.084 -2.464 3.174
H 0.548 -0.333 2.030
C 0.116 -2.057 -1.036
O -0.550 -2.993 -0.264
H 0.481 -1.208 -0.372
H 0.989 -2.459 -1.551
H -0.572 -1.625 -1.764
H 0.006 -3.759 -0.090
*
```

Formula: C4H17BaO5
Source: OMol25
Level of theory: ωB97M-V/def2-TZVPD

The value obtained for the energy relative to the best compared isomer or geometry (same formula, charge and spin) is 5.99 kcal per mole. As for the frontier orbital gap: 7.064 eV.

Structure (ORCA input):
```
! RIJCOSX wB97M-V def2-TZVPD def2/J DEFGRID3
* xyz 1 1
Ba 2.201 -23.980 -12.676
O 3.466 -22.877 -14.584
H 4.173 -22.876 -15.239
C 6.431 -21.667 -17.558
O 7.355 -21.932 -16.486
H 5.714 -20.884 -17.283
H 6.961 -21.342 -18.451
H 5.850 -22.569 -17.770
H 7.198 -21.320 -15.763
C 3.327 -19.485 -15.490
O 4.057 -20.167 -14.469
H 2.244 -19.540 -15.336
H 3.612 -18.434 -15.451
H 3.568 -19.855 -16.491
H 3.835 -21.106 -14.485
C 2.730 -24.582 -17.510
O 1.984 -23.561 -16.891
H 3.014 -25.371 -16.802
H 2.097 -25.038 -18.268
H 3.616 -24.183 -18.011
H 2.522 -23.225 -16.155
C 6.124 -23.306 -12.537
O 5.485 -24.301 -13.333
H 7.169 -23.203 -12.829
H 5.635 -22.333 -12.645
H 6.100 -23.606 -11.486
H 4.845 -23.847 -13.914
*
```

Formula: C4H17HgNP
Source: OMol25
Level of theory: ωB97M-V/def2-TZVPD

As for the frontier orbital gap: 3.885 eV.

Structure (ORCA input):
```
! RIJCOSX wB97M-V def2-TZVPD def2/J DEFGRID3
* xyz -1 1
C 0.708 1.343 -2.687
Hg -0.120 -0.346 -1.697
N -0.231 -1.475 1.373
H 0.372 -1.222 -0.181
H 0.531 -1.346 2.068
H -1.207 -1.514 -0.973
H 0.818 0.947 -3.706
H 1.735 1.662 -2.433
H 0.145 2.286 -2.775
H -0.906 -0.744 1.423
H -0.635 -2.423 1.470
C 1.531 3.224 0.129
P 0.315 1.905 0.553
C 0.375 1.996 2.386
C -1.238 2.861 0.258
H 2.536 2.906 0.438
H 1.286 4.176 0.623
H 1.551 3.367 -0.959
H 0.505 3.025 2.735
H -0.538 1.589 2.826
H 1.218 1.398 2.740
H -1.192 3.883 0.654
H -1.419 2.899 -0.827
H -2.084 2.334 0.717
*
```

Formula: C4H17LiNO4
Source: OMol25
Level of theory: ωB97M-V/def2-TZVPD

The value obtained for the energy relative to the best compared isomer or geometry (same formula, charge and spin) is 12.16 kcal per mole. As for the frontier orbital gap: 9.440 eV.

Structure (ORCA input):
```
! RIJCOSX wB97M-V def2-TZVPD def2/J DEFGRID3
* xyz 1 1
Li 17.035 -18.582 -3.140
O 17.113 -16.681 -3.695
H 16.582 -15.936 -3.978
H 17.968 -16.302 -3.491
O 15.328 -19.477 -3.408
H 14.581 -19.375 -2.818
H 14.992 -20.007 -4.130
O 17.603 -18.631 -1.112
H 16.953 -18.512 -0.419
H 18.430 -18.362 -0.713
C 18.507 -21.466 -3.944
C 19.199 -20.255 -4.619
C 19.897 -20.576 -5.966
O 20.477 -19.463 -6.693
C 21.105 -19.891 -7.924
N 18.226 -19.207 -4.725
H 19.201 -22.234 -3.604
H 17.741 -21.880 -4.601
H 18.134 -21.041 -3.012
H 19.936 -19.941 -3.880
H 19.044 -21.073 -6.428
H 20.583 -21.417 -5.867
H 20.284 -20.266 -8.535
H 21.724 -20.763 -7.709
H 21.777 -19.137 -8.333
H 17.777 -19.422 -5.604
H 18.770 -18.370 -4.879
*
```

Formula: C4H17N2O2
Source: OMol25
Level of theory: ωB97M-V/def2-TZVPD

The value obtained for the energy relative to the best compared isomer or geometry (same formula, charge and spin) is 33.64 kcal per mole. As for the frontier orbital gap (alpha / beta): 3.174 / 10.204 eV. Its expectation value of S² is 0.751.

Structure (ORCA input):
```
! RIJCOSX wB97M-V def2-TZVPD def2/J DEFGRID3
* xyz 0 2
C 0.902 -0.404 1.716
N 1.433 0.929 1.965
C -0.078 -0.401 0.438
N -0.306 -1.824 -0.118
C -0.698 -1.764 -1.610
C -1.470 0.140 0.725
H 0.170 -0.697 2.476
H 1.616 -1.206 1.523
H 1.014 1.546 2.644
H 2.421 0.772 2.140
H 0.474 0.138 -0.322
H -0.978 -2.338 0.488
H 0.663 -2.238 -0.049
H -1.079 -2.755 -1.814
H 0.213 -1.397 -2.083
H -1.497 -1.017 -1.690
H -1.470 0.845 1.603
H -2.128 -0.616 1.193
H -1.957 0.577 -0.138
H 1.200 2.377 0.149
H 1.197 3.354 -1.003
O 0.835 2.495 -0.752
H -0.435 1.321 -3.220
H 0.177 1.388 -1.800
O -0.219 0.774 -2.459
*
```

Formula: C4H17N2O2
Source: OMol25
Level of theory: ωB97M-V/def2-TZVPD

The value obtained for the energy relative to the best compared isomer or geometry (same formula, charge and spin) is 102.30 kcal per mole. As for the frontier orbital gap: 6.728 eV.

Structure (ORCA input):
```
! RIJCOSX wB97M-V def2-TZVPD def2/J DEFGRID3
* xyz 1 1
C 0.325 1.157 0.846
N -1.018 1.400 1.357
C 0.874 -0.215 0.994
N -0.905 -1.214 -1.181
C 2.444 -0.646 -1.009
C 2.260 -0.308 0.527
H 0.393 1.455 -0.225
H 1.030 1.854 1.287
H -1.531 0.523 1.456
H -0.967 1.906 2.230
H 0.511 -0.859 1.792
H -1.275 -0.363 -1.603
H 0.059 -1.142 -0.874
H -0.888 -1.947 -1.878
H 3.397 -0.698 -1.524
H 2.050 -1.658 -1.089
H 1.733 -0.014 -1.551
H 2.861 0.603 0.671
H 2.976 -0.955 1.061
H -1.978 1.395 -0.426
H -2.658 1.926 -1.609
O -1.980 1.299 -1.380
H -3.084 -1.635 1.086
H -1.952 -1.055 0.216
O -2.679 -0.809 0.827
*
```

Formula: C4H17N2O2
Source: OMol25
Level of theory: ωB97M-V/def2-TZVPD

The value obtained for the energy relative to the best compared isomer or geometry (same formula, charge and spin) is 176.15 kcal per mole. As for the frontier orbital gap: 6.116 eV.

Structure (ORCA input):
```
! RIJCOSX wB97M-V def2-TZVPD def2/J DEFGRID3
* xyz 1 1
C -0.316 0.110 0.254
C -0.408 1.569 -0.254
C 0.989 2.000 -0.640
C 1.739 2.577 0.554
N 1.174 3.890 0.919
N -1.777 -0.635 0.040
H 2.121 0.360 -1.163
H -0.436 0.123 1.384
H -0.795 2.283 0.557
H -1.100 1.700 -1.135
H 1.549 1.048 -0.868
H 1.049 2.653 -1.510
H 2.852 2.633 0.328
H 1.608 1.948 1.407
H 1.469 4.143 1.867
H 1.501 4.632 0.315
H -2.538 -0.161 0.445
H -1.787 -1.559 0.469
H -1.970 -0.792 -0.970
H -0.891 -4.042 -0.583
H -0.084 -2.890 -1.314
O -0.876 -3.062 -0.807
H -1.723 -6.499 -0.042
H -0.345 -6.238 0.686
O -1.005 -5.790 0.062
*
```

Formula: C4H17N2O2
Source: OMol25
Level of theory: ωB97M-V/def2-TZVPD

The value obtained for the energy relative to the best compared isomer or geometry (same formula, charge and spin) is 81.19 kcal per mole. As for the frontier orbital gap: 8.772 eV.

Structure (ORCA input):
```
! RIJCOSX wB97M-V def2-TZVPD def2/J DEFGRID3
* xyz 1 1
N -0.506 -0.981 -0.961
C 0.571 0.071 -0.405
C 1.960 -0.620 -0.557
C 0.225 0.362 1.034
N -0.642 1.590 0.923
C -1.899 1.399 1.584
H -0.045 -1.824 -1.230
H -1.034 -1.365 -0.141
H -1.309 -0.832 -1.622
H 0.574 0.877 -1.155
H 2.051 -1.010 -1.619
H 1.770 -1.490 0.050
H 2.833 -0.069 -0.304
H -0.410 -0.518 1.414
H 0.865 0.307 1.982
H -0.483 2.135 0.128
H -2.616 2.108 1.224
H -2.354 0.438 1.348
H -1.946 1.357 2.680
H 0.516 3.397 -1.891
H 1.893 3.168 -2.256
O 1.175 2.715 -1.811
H -1.250 -3.695 0.697
H 0.386 -3.994 0.251
O -0.325 -3.524 0.638
*
```